C49H40KN9O2 | ωB97M-V/def2-TZVPD

Its gap between HOMO and LUMO is 0.1979 Eh. The value obtained for the relative energy (zero: lowest compared OMol25 entry of this formula, charge and spin) is 23.2 kcal per mole. As for the HOMO energy: -0.05514 hartree. The value obtained for the electronic energy is -3134.51495 hartree.

Geometry as ORCA input:
```
! wB97M-V def2-TZVPD RIJCOSX def2/J DEFGRID3
* xyz -2 1
K 0.76 0.34 -0.09
O 1.90 -1.14 1.62
O 1.61 2.36 -1.14
N -1.06 2.67 1.48
N -6.12 -3.80 -8.26
N -1.41 0.78 3.50
N 3.98 -0.64 0.68
N 3.34 0.26 -0.16
N -1.39 -1.32 1.65
N -2.16 -0.02 -1.19
N 0.11 -1.62 -2.21
N 1.88 2.04 2.30
C -2.04 5.26 1.65
C 1.24 -2.24 -4.10
C -3.01 -1.99 -4.26
C 2.22 2.17 -2.24
C -1.32 4.86 0.54
C -3.10 0.45 -0.39
C -4.63 -1.58 -6.00
C -1.05 -2.34 0.88
C -3.00 -3.34 -4.62
C -1.82 -1.57 2.88
C -2.15 -1.50 -3.15
C 0.99 4.01 3.30
C 5.22 -2.34 2.52
C -2.02 2.06 3.66
C -1.92 -2.86 3.39
C -0.79 -1.77 -3.25
C 2.26 2.76 1.25
C -0.09 -2.18 -4.44
C 3.10 -2.63 3.59
C 3.98 1.16 -3.62
C 2.04 4.13 1.15
C -5.45 -3.41 -7.40
C -2.26 -0.36 3.69
C -1.58 -3.92 2.57
C 1.40 4.77 2.20
C -3.80 -3.81 -5.64
C -1.14 -3.67 1.29
C 1.29 -1.90 -2.71
C 5.06 -3.69 4.52
C 3.59 1.87 -4.75
C -4.22 -0.78 -1.88
C 1.24 2.64 3.29
C -4.40 0.01 -0.77
C 3.85 0.39 -1.32
C 3.86 -2.08 2.56
C 3.34 1.27 -2.39
C -2.81 -0.79 -2.13
C -0.84 3.56 0.50
C 0.77 1.74 4.40
C 3.69 -3.43 4.56
C -0.02 0.53 3.92
C 1.84 2.87 -3.42
C -3.84 -1.12 -4.97
C -1.74 3.06 2.54
C 3.15 -1.20 1.54
C 5.82 -3.14 3.49
C -2.25 4.36 2.67
C -4.62 -2.93 -6.34
C 2.49 2.73 -4.63
H -2.34 -0.67 4.76
H 2.33 4.66 0.26
H 6.88 -3.34 3.44
H -0.52 -2.33 -5.42
H 2.18 -1.87 -2.09
H -3.27 -0.10 3.35
H 4.11 1.75 -5.69
H -2.35 -4.02 -4.07
H -1.64 -4.94 2.95
H -5.27 -0.89 -6.55
H 2.04 -2.42 3.60
H 5.80 -1.90 1.72
H 0.98 3.53 -3.34
H -2.84 1.09 0.44
H -3.84 -0.07 -4.69
H 0.53 0.07 3.10
H 2.08 -2.46 -4.74
H 0.45 4.47 4.12
H 4.82 0.47 -3.70
H -1.12 5.54 -0.28
H 2.15 3.28 -5.49
H 1.67 1.33 4.88
H 0.24 2.31 5.17
H 5.52 -4.31 5.27
H -0.04 -0.20 4.74
H -2.26 -3.02 4.41
H -3.10 1.91 3.67
H -1.79 2.56 4.61
H 4.72 -0.22 -1.59
H -2.80 4.63 3.57
H 1.19 5.83 2.17
H -0.24 3.21 -0.34
H -4.98 -1.31 -2.44
H -0.69 -2.09 -0.12
H 2.73 2.21 0.44
H 3.09 -3.85 5.36
H -2.43 6.28 1.73
H -3.80 -4.86 -5.91
H -0.83 -4.46 0.62
H -5.33 0.24 -0.27
*
```

Mulliken population analysis, charges in e, atoms 1 to 99: 0.96 -0.23 -0.15 0.71 -0.61 0.98 -1.14 0.89 0.58 0.35 0.35 -0.03 -0.47 -1.33 -0.35 -0.20 -1.03 0.01 -0.90 -0.17 -0.25 0.77 1.79 -0.73 -0.27 -2.00 -0.94 -0.39 -0.11 -0.97 -0.42 -0.62 -1.19 0.03 -1.05 -0.67 -0.34 -0.91 -1.02 -0.30 -0.33 -0.75 -0.92 0.61 -1.43 -0.99 0.46 1.43 -0.31 -0.41 -1.35 -0.66 -0.57 -0.85 -0.15 1.33 -0.22 -0.64 -1.10 0.66 -0.45 0.05 0.44 0.35 0.47 0.52 0.47 0.34 0.53 0.37 0.42 0.32 0.45 0.33 0.19 0.55 0.23 0.40 0.33 0.25 0.48 0.35 0.59 0.29 0.35 0.41 0.42 0.55 0.37 0.00 0.47 0.37 0.41 0.53 0.51 0.86 0.38 0.35 0.42